# 1
Molecular formula: C33H52BN6Rh
Method: DFT, ωB97M-V/def2-TZVPD

Geometry (Å):
Rh 0.070 -1.601 0.114
N 1.706 -3.060 0.635
C 1.922 -3.071 2.099
C 0.591 -3.176 2.822
N -0.286 -2.068 2.402
H 1.470 -3.998 0.310
H 2.563 -2.807 0.147
H 2.405 -2.126 2.367
H 2.588 -3.887 2.394
H 0.767 -3.168 3.901
H 0.091 -4.117 2.583
H -0.056 -1.216 2.910
H -1.260 -2.280 2.603
C -5.536 -1.047 -0.106
C -4.252 -1.794 -0.185
C -3.993 -3.142 -0.335
C -2.601 -3.262 -0.396
N -2.037 -2.060 -0.288
N -3.053 -1.181 -0.147
C -1.762 -4.486 -0.549
H -6.334 -1.718 0.199
H -5.803 -0.628 -1.076
H -5.481 -0.234 0.617
H -4.717 -3.932 -0.402
H -2.862 -0.191 -0.103
H -2.382 -5.357 -0.741
H -1.189 -4.688 0.358
H -1.067 -4.379 -1.383
C 2.049 -0.444 -4.415
C 1.211 -0.541 -3.141
C 1.020 -1.997 -2.730
C -0.132 0.149 -3.287
C -0.951 -0.159 -4.365
C -2.164 0.485 -4.549
C -2.579 1.453 -3.652
C -1.807 1.792 -2.544
C -2.309 2.868 -1.600
C -3.757 2.625 -1.172
C -2.187 4.254 -2.234
C -0.593 1.116 -2.389
N 0.228 1.415 -1.240
B 0.553 0.498 -0.116
N 1.301 1.409 0.778
C 1.440 2.605 0.217
C 0.768 2.611 -1.027
C 1.849 1.038 2.058
C 1.089 1.266 3.210
C 1.641 0.828 4.413
C 2.883 0.216 4.459
C 3.606 0.017 3.296
C 3.095 0.413 2.062
C 3.875 0.197 0.779
C 4.793 -1.023 0.825
C 4.695 1.443 0.432
C -0.241 2.007 3.268
C -0.101 3.501 2.965
C -1.393 1.404 2.460
H 3.036 -0.875 -4.251
H 2.177 0.590 -4.728
H 1.589 -0.987 -5.239
H 1.770 -0.041 -2.343
H 0.451 -2.555 -3.477
H 0.415 -2.070 -1.798
H 1.972 -2.504 -2.570
H -0.630 -0.899 -5.084
H -2.780 0.241 -5.402
H -3.518 1.962 -3.819
H -1.699 2.854 -0.689
H -4.450 2.800 -1.994
H -4.032 3.304 -0.367
H -3.920 1.603 -0.832
H -2.806 4.318 -3.129
H -1.168 4.488 -2.537
H -2.522 5.026 -1.543
H 1.973 3.422 0.675
H 0.687 3.430 -1.721
H 1.093 0.995 5.330
H 3.291 -0.101 5.408
H 4.575 -0.457 3.347
H 3.148 0.032 -0.029
H 5.658 -0.850 1.463
H 5.173 -1.234 -0.173
H 4.292 -1.919 1.199
H 5.377 1.683 1.249
H 4.074 2.321 0.253
H 5.292 1.270 -0.463
H -0.537 1.931 4.319
H -0.101 3.699 1.892
H 0.805 3.924 3.397
H -0.952 4.040 3.378
H -1.166 1.333 1.392
H -2.273 2.040 2.560
H -1.676 0.411 2.813

Spin multiplicity: 5
<S²>: 6.01
Net charge: +2
Orbital gap (spin up / spin down), eV: 9.4 / 6.2

***

# 2
Molecular formula: CH10N3
Method: DFT, ωB97M-V/def2-TZVPD

Geometry (Å):
N -1.839 0.189 -1.235
H -2.296 -0.627 -1.632
H -2.604 0.701 -0.836
H -0.410 -0.340 -0.412
H -1.546 0.721 -2.049
N 0.674 0.511 1.681
C 1.452 0.107 0.587
N 0.511 -0.868 -0.199
H -0.161 1.042 1.539
H 1.156 0.928 2.462
H 1.629 0.855 -0.188
H 2.325 -0.470 0.856
H 0.207 -1.548 0.498
H 0.904 -1.201 -1.073

Net charge: +1
ΔE to the lowest compared entry with this formula, charge and spin, kJ/mol: 20.4
Orbital gap, eV: 11.2

***

# 3
Molecular formula: C4H11NS
Method: DFT, ωB97M-V/def2-TZVPD

Geometry (Å):
C -1.094 -1.097 1.028
C -0.928 -0.435 -0.362
C 0.293 0.510 -0.363
C 0.226 1.678 0.668
H -1.933 -1.839 1.129
H -0.126 -1.445 1.405
H -1.424 -0.377 1.741
H -0.750 -1.217 -1.060
H -2.659 0.728 -0.086
H -2.771 -0.207 -1.408
H 0.365 0.896 -1.374
H 0.945 2.393 0.395
H 0.487 1.289 1.694
H -0.778 2.064 0.723
H 1.639 -0.731 0.992
N -2.110 0.229 -0.772
S 1.925 -0.443 -0.286

Net charge: 0
ΔE to the lowest compared entry with this formula, charge and spin, kJ/mol: 40.7
Orbital gap, eV: 9.8

***

# 4
Molecular formula: C17H12ClIN4OS2Sm
Method: DFT, ωB97M-V/def2-TZVPD

Geometry (Å):
Sm -1.116 0.491 -0.458
C 0.111 4.925 2.979
S -1.639 4.578 2.812
C -1.573 3.143 1.929
S -0.936 3.285 0.266
N -1.962 2.007 2.539
N -1.813 0.889 1.826
C -2.573 -0.159 2.323
C -2.393 -1.464 1.778
C -3.037 -2.546 2.367
C -2.884 -3.800 1.756
C -2.226 -4.015 0.562
C -1.720 -2.830 -0.015
N -1.820 -1.576 0.503
H 0.445 4.858 3.983
H 0.375 5.934 2.550
H 0.685 4.115 2.506
H -3.136 0.076 3.227
H -3.428 -2.413 3.366
H -3.146 -4.653 2.322
H -2.189 -4.997 0.025
H -1.192 -2.835 -0.961
Cl 4.634 -1.053 -3.997
C 3.049 -0.567 -3.666
C 2.189 -0.050 -4.601
C 1.034 0.649 -4.250
I 0.052 1.764 -5.727
C 0.609 0.639 -2.905
O -0.563 1.054 -2.437
C 1.481 0.060 -1.899
N 1.073 0.114 -0.567
C 1.900 -0.310 0.381
C 3.173 -0.862 0.031
C 3.549 -1.084 -1.299
C 2.686 -0.637 -2.313
H 2.295 -0.161 -5.682
H 1.685 0.079 1.382
H 3.886 -0.952 0.898
H 4.434 -1.698 -1.531

Spin multiplicity: 6
<S²>: 8.76
Net charge: +1
ΔE to the lowest compared entry with this formula, charge and spin, kJ/mol: 0.0
Orbital gap (spin up / spin down), eV: 5.9 / 5.9

***

# 5
Molecular formula: C37H80N2O5P
Method: DFT, ωB97M-V/def2-TZVPD

Geometry (Å):
C 4.828 6.694 -0.846
C 4.264 6.261 0.486
C 3.137 5.154 0.291
C 3.554 3.831 -0.389
N 2.577 2.619 -0.380
C 2.192 2.455 1.086
C 0.824 3.127 1.385
C 0.432 3.657 0.045
C 1.232 2.900 -1.057
C 3.240 1.384 -1.070
H 5.169 5.853 -1.450
H 5.650 7.387 -0.671
H 4.115 7.279 -1.428
H 3.880 7.163 0.962
H 5.041 5.960 1.189
H 2.314 5.573 -0.289
H 2.804 5.006 1.318
H 4.462 3.423 0.055
H 3.750 3.866 -1.461
H 1.878 1.426 1.262
H 2.991 2.703 1.785
H 0.041 2.476 1.773
H 0.968 3.944 2.092
H -0.634 3.460 -0.077
H 0.403 4.744 -0.039
H 0.754 1.945 -1.275
H 1.226 3.375 -2.038
H 3.503 1.769 -2.056
H 2.530 0.559 -1.028
H 4.238 1.206 -0.669
C 2.517 2.511 5.321
C 2.429 2.021 3.898
C 2.936 0.597 3.654
C 3.388 0.468 2.143
N 3.604 -0.926 1.536
C 3.679 -0.886 -0.038
C 2.891 -2.092 -0.579
C 2.620 -2.890 0.686
C 2.364 -1.873 1.781
C 4.936 -1.493 2.171
H 3.571 2.609 5.578
H 2.007 1.815 5.987
H 1.966 3.421 5.559
H 2.988 2.704 3.258
H 1.390 2.195 3.619
H 2.131 -0.127 3.784
H 3.752 0.273 4.300
H 4.284 1.048 1.921
H 2.573 0.821 1.511
H 4.725 -1.087 -0.269
H 3.371 0.105 -0.369
H 3.397 -2.650 -1.367
H 1.973 -1.678 -0.997
H 3.327 -3.695 0.884
H 1.665 -3.365 0.466
H 2.315 -2.308 2.779
H 1.469 -1.318 1.500
H 4.654 -1.687 3.206
H 5.777 -0.799 2.148
H 5.199 -2.404 1.634
C -2.383 1.973 -1.873
C -3.539 0.931 -2.247
C -2.982 -0.464 -2.209
C -3.991 -1.536 -1.716
P -3.236 -3.052 -1.116
C -2.285 -2.666 0.358
C -3.066 -2.039 1.563
C -2.204 -1.576 2.709
C -1.146 -0.615 2.392
C -2.336 -3.798 -2.544
C -0.898 -3.316 -2.774
C -0.551 -3.579 -4.195
C 0.921 -3.368 -4.508
C -4.526 -4.285 -0.704
C -5.655 -4.563 -1.768
C -6.668 -5.624 -1.137
C -7.810 -5.800 -2.069
H -2.668 3.006 -2.073
H -1.498 1.788 -2.481
H -1.982 1.784 -0.877
H -3.930 1.234 -3.219
H -4.304 0.980 -1.472
H -2.052 -0.448 -1.641
H -2.712 -0.708 -3.236
H -4.873 -1.650 -2.347
H -4.582 -1.152 -0.885
H -1.499 -1.957 0.099
H -1.867 -3.617 0.689
H -3.803 -2.751 1.936
H -3.642 -1.189 1.198
H -1.734 -2.482 3.093
H -2.792 -1.175 3.534
H -0.374 -1.109 1.801
H -0.703 -0.229 3.310
H -1.609 0.219 1.866
H -3.029 -3.741 -3.384
H -2.158 -4.868 -2.437
H -0.216 -3.856 -2.118
H -0.727 -2.267 -2.529
H -1.115 -2.885 -4.818
H -0.857 -4.578 -4.505
H 1.372 -4.327 -4.765
H 1.461 -3.020 -3.628
H 1.181 -2.651 -5.287
H -5.028 -3.944 0.201
H -3.990 -5.185 -0.404
H -5.179 -4.927 -2.679
H -6.211 -3.630 -1.868
H -7.057 -5.357 -0.154
H -6.258 -6.616 -0.949
H -8.556 -6.505 -1.700
H -7.459 -6.002 -3.080
H -8.336 -4.849 -2.151
C -2.186 2.736 0.107
C -2.232 4.029 0.812
O -3.352 4.524 0.989
O -1.116 4.480 1.234
H -2.285 1.867 0.756
H -1.231 2.640 -0.410
H -2.926 2.726 -0.694
O -0.565 0.632 -0.093
C 0.570 0.409 0.514
O 0.572 0.587 1.702
O 1.612 0.105 -0.087
H -0.983 0.793 0.757

Net charge: +1
ΔE to the lowest compared entry with this formula, charge and spin, kJ/mol: 1753.4
Orbital gap, eV: 6.2

***

# 6
Molecular formula: C2H9N3
Method: DFT, ωB97M-V/def2-TZVPD

Geometry (Å):
C -0.999 2.365 -0.319
N -1.993 1.320 -0.513
H -0.102 2.451 -1.154
H -0.514 2.092 0.553
H -1.294 3.419 -0.102
H -2.090 1.046 -1.566
H -1.596 0.438 -0.124
N 1.379 -0.918 0.837
C 1.393 -2.173 0.318
N 0.364 -2.870 0.144
H 1.955 -0.083 0.922
H 0.520 -0.967 1.415
H 2.521 -2.493 0.207
H 0.454 -3.629 -0.619

Net charge: 0
ΔE to the lowest compared entry with this formula, charge and spin, kJ/mol: 229.1
Orbital gap, eV: 10.2

***

# 7
Molecular formula: C17H23NO6
Method: DFT, ωB97M-V/def2-TZVPD

Geometry (Å):
C -2.471 -0.254 4.817
H -2.304 -1.279 4.471
O -1.355 0.565 4.564
C -0.971 0.760 3.282
C -1.585 0.204 2.174
C -1.125 0.470 0.886
C -0.030 1.309 0.710
C 0.616 1.849 1.825
C 0.159 1.598 3.103
O 0.707 2.089 4.244
C 1.838 2.920 4.137
H 2.103 3.184 5.159
H 2.678 2.398 3.668
H 1.616 3.831 3.573
H 1.473 2.480 1.656
C 0.454 1.628 -0.654
O -0.243 1.895 -1.599
O 1.800 1.576 -0.717
C 2.374 1.789 -1.997
H 1.966 2.697 -2.454
C 2.141 0.640 -2.994
O 2.461 0.765 -4.156
N 1.608 -0.468 -2.463
H 1.342 -0.477 -1.490
C 1.112 -1.576 -3.253
H 1.526 -1.437 -4.254
C 1.529 -2.906 -2.617
C 0.392 -3.219 -1.649
H 0.380 -4.264 -1.341
C -0.853 -2.829 -2.443
H -1.699 -2.619 -1.793
H -1.128 -3.642 -3.116
C -0.433 -1.592 -3.249
H -0.827 -1.621 -4.263
H -0.799 -0.681 -2.775
H 0.471 -2.599 -0.754
H 2.501 -2.833 -2.131
H 1.583 -3.677 -3.386
H 3.446 1.913 -1.834
O -1.699 -0.182 -0.182
C -2.866 0.435 -0.699
H -2.620 1.396 -1.159
H -3.616 0.583 0.084
H -3.254 -0.244 -1.456
H -2.426 -0.463 2.280
H -2.595 -0.255 5.898
H -3.377 0.145 4.349

Net charge: 0
ΔE to the lowest compared entry with this formula, charge and spin, kJ/mol: 68.9
Orbital gap, eV: 9.0

***

# 8
Molecular formula: C3H6ORb
Method: DFT, ωB97M-V/def2-TZVPD

Geometry (Å):
Rb -13.747 -22.486 21.907
C -15.863 -26.729 22.130
C -15.763 -25.507 22.992
O -15.904 -24.388 22.529
C -15.476 -25.730 24.451
H -16.682 -27.369 22.454
H -14.937 -27.303 22.221
H -16.004 -26.432 21.094
H -16.026 -24.996 25.038
H -14.409 -25.586 24.639
H -15.734 -26.734 24.777

Net charge: +1
ΔE to the lowest compared entry with this formula, charge and spin, kJ/mol: 5.5
Orbital gap, eV: 9.7

***

# 9
Molecular formula: C4H5FN2S
Method: DFT, ωB97M-V/def2-TZVPD

Geometry (Å):
C -1.822 -0.972 0.982
C -0.503 -0.646 0.308
C 1.567 -0.247 0.121
C 1.017 0.693 -0.689
H -2.500 -1.042 0.088
H -1.826 -2.002 1.292
H -2.092 -0.252 1.791
H 2.221 2.637 -1.360
H -0.876 1.275 -0.838
N 0.676 -1.049 0.757
N -0.261 0.482 -0.574
F 2.828 -0.554 0.278
S 1.572 1.677 -2.156

Net charge: 0
ΔE to the lowest compared entry with this formula, charge and spin, kJ/mol: 98.3
Orbital gap, eV: 9.0

***

# 10
Molecular formula: C3H4O3
Method: DFT, ωB97M-V/def2-TZVPD

Geometry (Å):
C 1.406 -0.294 0.415
C -0.831 0.460 0.006
C -2.076 0.047 -0.123
O 0.431 -0.940 -0.075
O -0.072 1.421 0.167
O 2.505 -0.110 -0.274
H 2.322 -0.373 -1.196
H 1.489 0.016 1.456
H -2.879 0.767 -0.076
H -2.295 -0.994 -0.299

Net charge: 0
ΔE to the lowest compared entry with this formula, charge and spin, kJ/mol: 273.9
Orbital gap, eV: 8.5

***

# 11
Molecular formula: C7H8O3
Method: DFT, ωB97M-V/def2-TZVPD

Geometry (Å):
C -1.054 -0.192 0.078
C -2.523 -0.554 0.161
C -2.072 0.721 -0.225
C 0.322 -0.525 -0.142
C -3.492 -1.637 0.441
C 3.212 1.377 0.350
C 2.343 0.540 -0.574
O -2.308 1.784 -0.717
O 0.709 -1.604 -0.576
O 1.079 0.562 -0.072
H -4.255 -1.234 1.174
H -3.094 -2.536 0.951
H -4.017 -1.857 -0.434
H 2.837 2.432 0.409
H 3.229 0.941 1.389
H 4.258 1.350 -0.059
H 2.549 -0.455 -0.550
H 2.278 0.888 -1.604

Net charge: 0
ΔE to the lowest compared entry with this formula, charge and spin, kJ/mol: 347.0
Orbital gap, eV: 8.8

***

# 12
Molecular formula: C4H6N2
Method: DFT, ωB97M-V/def2-TZVPD

Geometry (Å):
C 0.018 -0.965 1.559
C -0.391 -0.230 0.533
C -0.155 1.206 0.282
C 0.121 1.284 -1.018
N -0.003 0.003 -1.670
N -0.812 -0.739 -0.718
H -0.040 -2.047 1.500
H 0.929 -0.395 -1.521
H 0.441 -0.485 2.431
H -0.051 1.974 1.039
H 0.507 2.112 -1.598
H -0.563 -1.719 -0.821

Net charge: 0
ΔE to the lowest compared entry with this formula, charge and spin, kJ/mol: 261.9
Orbital gap, eV: 9.3

***

# 13
Molecular formula: C6H16O2
Method: DFT, ωB97M-V/def2-TZVPD

Geometry (Å):
C 0.211 -1.773 -2.654
C 0.215 -0.319 -2.190
C -0.794 -0.013 -1.041
C -0.519 -0.894 0.142
C -0.052 -0.451 1.303
C 0.279 -1.282 2.495
H 0.172 -2.499 -1.843
H 1.134 -1.983 -3.190
H -0.670 -1.962 -3.270
H -0.082 0.338 -3.012
H 1.200 -0.029 -1.830
H -1.787 -0.219 -1.462
H -0.768 1.054 -0.832
H -0.780 -1.942 0.044
H 0.262 0.586 1.384
H 0.286 -2.351 2.275
H -0.435 -1.107 3.299
H 1.287 -1.067 2.856
H -1.507 3.207 0.688
H -0.854 2.001 1.289
O -1.739 2.358 1.106
H 1.108 3.107 0.993
H 2.136 2.837 2.105
O 1.699 2.403 1.347

Spin multiplicity: 2
<S²>: 0.75
Net charge: -1
ΔE to the lowest compared entry with this formula, charge and spin, kJ/mol: 19.4
Orbital gap (spin up / spin down), eV: 2.9 / 9.5

***

# 14
Molecular formula: CH9N5
Method: DFT, ωB97M-V/def2-TZVPD

Geometry (Å):
C -6.990 5.899 5.853
N -8.234 6.042 5.744
N 9.393 -7.766 -7.839
N 9.780 -8.331 -8.790
N -9.307 5.746 6.468
N 11.101 -6.935 -6.439
H -6.234 5.656 6.683
H -6.357 6.359 5.034
H -8.538 6.471 4.849
H 10.887 -8.282 -8.911
H 9.089 -8.771 -9.530
H -10.211 6.120 6.196
H -9.074 5.347 7.460
H 10.838 -7.028 -5.375
H 10.929 -5.941 -6.665

Net charge: +2
ΔE to the lowest compared entry with this formula, charge and spin, kJ/mol: 734.4
Orbital gap (spin up / spin down), eV: 7.5 / 7.5